Entry 1:
Formula: C28H44F2NSi
Source: the OMol25 dataset
Level of theory: wB97M-V/def2-TZVPD

For the largest force on an atom, the calculation gives 1.08 eV Å⁻¹. As for the total energy: -1637.093601 a.u. As for the structure (SMILES): CCCCCCCCCC[N@@+](C)(c1ccccc1)C(F)(F)CC[Si](C)(C)c1ccccc1. Its net charge is +1. The calculation puts the orbital gap at 9.14 eV.

Each line ends with the Löwdin charge.
Cartesian coordinates (Å):
C  -7.458  -3.233  0.254  -0.11
C  -7.061  -3.180  1.725  -0.25
C  -5.771  -2.392  2.037  -0.21
C  -4.638  -2.515  1.025  -0.23
C  -4.151  -3.940  0.810  -0.20
C  -2.919  -4.088  -0.086  -0.19
C  -3.072  -3.547  -1.523  -0.19
C  -1.983  -2.564  -1.961  -0.19
C  -2.011  -1.296  -1.094  -0.17
C  -1.276  -0.095  -1.692  -0.07
N  0.123  0.173  -1.124  -0.08
C  0.916  -1.072  -1.323  0.03
C  0.668  1.326  -1.924  -0.18
C  0.004  2.555  -1.878  -0.02
C  0.473  3.635  -2.618  -0.03
C  1.599  3.503  -3.428  -0.04
C  2.250  2.273  -3.476  -0.04
C  1.790  1.186  -2.731  -0.02
C  0.056  0.557  0.341  -0.50
F  -1.121  1.180  0.507  0.14
F  -0.033  -0.593  1.029  0.13
C  1.179  1.399  0.900  -0.11
C  2.589  0.824  0.755  -0.21
Si  3.852  1.532  1.995  0.61
C  4.737  0.091  2.824  -0.16
C  3.009  2.533  3.342  -0.17
C  5.054  2.669  1.100  -0.25
C  5.275  2.647  -0.281  -0.10
C  6.171  3.523  -0.895  -0.08
C  6.860  4.439  -0.113  -0.08
C  6.667  4.480  1.262  -0.07
C  5.767  3.601  1.863  -0.09
H  -8.535  -3.333  0.149  0.07
H  -7.182  -2.321  -0.267  0.07
H  -7.023  -4.080  -0.267  0.06
H  -6.976  -4.172  2.162  0.10
H  -7.865  -2.676  2.253  0.10
H  -5.407  -2.644  3.031  0.11
H  -6.045  -1.337  2.089  0.11
H  -3.815  -1.870  1.331  0.11
H  -4.990  -2.105  0.078  0.09
H  -4.952  -4.577  0.452  0.11
H  -3.858  -4.330  1.787  0.12
H  -2.746  -5.159  -0.167  0.11
H  -2.040  -3.693  0.423  0.10
H  -4.033  -3.050  -1.642  0.11
H  -3.076  -4.398  -2.198  0.11
H  -2.168  -2.284  -2.995  0.12
H  -1.022  -3.065  -1.851  0.11
H  -1.697  -1.537  -0.085  0.10
H  -3.055  -1.005  -1.016  0.12
H  -1.876  0.795  -1.588  0.12
H  -1.126  -0.255  -2.754  0.14
H  0.754  -1.411  -2.337  0.12
H  0.585  -1.844  -0.644  0.11
H  1.971  -0.899  -1.181  0.09
H  -0.872  2.689  -1.265  0.12
H  -0.059  4.569  -2.554  0.12
H  1.941  4.347  -4.003  0.11
H  3.126  2.160  -4.094  0.11
H  2.341  0.266  -2.817  0.11
H  1.123  2.418  0.535  0.13
H  0.942  1.451  1.960  0.12
H  2.577  -0.260  0.846  0.08
H  2.995  1.038  -0.233  0.05
H  5.545  -0.302  2.217  0.03
H  5.099  0.406  3.798  0.03
H  4.007  -0.699  3.004  0.03
H  2.492  3.393  2.917  0.04
H  2.252  1.920  3.832  0.04
H  3.706  2.878  4.096  0.03
H  4.739  1.935  -0.896  0.08
H  6.300  3.460  -1.963  0.10
H  7.548  5.129  -0.581  0.11
H  7.203  5.181  1.880  0.11
H  5.631  3.662  2.932  0.09

***

Entry 2:
Formula: C8H8
Source: the OMol25 dataset
Level of theory: wB97M-V/def2-TZVPD

For the largest force on an atom, the calculation gives 6.15 eV Å⁻¹. As for the total energy: -309.455444 a.u. For the energy above the lowest of the compared OMol25 structures with the same formula, charge and spin, the calculation gives 99.37 kcal per mole. As for the structure (SMILES): c1ccccc1.C#C. The calculation puts the orbital gap at 9.82 eV.

Each line ends with the Löwdin charge.
Cartesian coordinates (Å):
C  -1.504  0.101  1.026  -0.06
C  -1.868  0.374  -0.262  -0.08
C  -0.951  0.703  -1.231  -0.08
C  0.368  1.047  -1.019  -0.14
C  0.634  0.985  0.304  -0.17
C  -0.136  0.281  1.276  -0.08
H  -2.191  -0.136  1.727  0.07
H  -2.927  0.337  -0.558  0.12
H  -1.356  0.650  -2.126  0.06
H  0.881  1.600  -1.775  0.13
H  1.520  1.291  0.951  0.14
H  0.143  0.208  2.327  0.11
C  1.580  -1.271  -0.344  0.00
C  1.940  -2.295  0.169  0.04
H  1.218  -0.408  -0.775  -0.05
H  2.338  -3.094  0.714  0.00

***

Question: The highest orbital gap belongs to which entry?
Answer: C8H8

***

Question: orbital gap of number 1 (C28H44F2NSi)?
Answer: 9.14 eV

***

Question: Among the records above, which one has the highest orbital gap?
Answer: C8H8